# 1
C37H74BN4O8P | the ωB97M-V functional and the def2-TZVPD basis

As for the SMILES: CCCCCCCCCCP(CCOC(=O)CC)(COC(C)=O)(OCCNC[C@H](C)O)B(O)OCC.CCCC#N.CCCC#N.CCCC#N. The value obtained for the HOMO energy is -8.52 eV. The energy above the lowest of the compared OMol25 structures with the same formula, charge and spin comes out at 48.3 kcal/mol.

```
125
Properties=species:S:1:pos:R:3:forces:R:3:mulliken_charge:R:1
C 1.28853 3.01457 4.28761 -0.27 0.05 -0.04 0.01
H 1.96280 -2.58490 -1.74591 -0.03 0.02 -0.14 0.25
H 1.23166 -5.47203 2.45840 0.10 -0.17 0.04 0.13
H 0.64487 -2.11014 -4.47441 -0.04 0.51 0.23 0.77
H 4.00002 6.77891 -0.36516 -0.02 -0.07 0.11 0.36
H -9.76006 3.60463 -0.42676 0.03 0.03 0.00 0.34
N -0.31236 6.38479 0.71319 -1.36 0.38 0.20 -0.54
H 1.34529 7.80990 -1.50025 0.00 -0.06 0.01 0.35
H 4.57443 0.88063 -0.22297 -0.39 -0.15 -0.48 0.12
H -2.41114 -4.36468 1.54129 0.00 -0.08 -0.20 0.40
H -2.03945 -2.44323 -2.12875 0.25 0.08 0.09 0.67
C 1.74249 -7.56187 1.89970 0.25 0.84 0.08 -0.83
C -4.00473 0.91335 -0.70288 1.17 -1.70 1.85 0.37
H 2.43215 6.68331 -2.32655 -0.02 0.02 0.00 0.28
H 5.59813 1.19689 -3.16403 0.00 -0.39 0.35 0.26
C 1.81811 -7.42736 -0.67253 0.93 0.81 -0.97 -0.76
H 6.35836 -0.86185 -1.48800 -0.10 0.12 -0.03 0.34
H -10.21927 4.87425 1.63828 0.01 -0.01 0.12 0.30
C 1.72569 -5.13260 -1.70321 0.67 -0.75 -1.67 0.11
H -0.57369 3.83960 0.58807 -0.20 -0.57 -0.09 -0.03
H 1.98908 -7.01411 -2.80079 0.15 0.16 0.02 0.35
C 2.20743 5.81696 0.32655 -0.12 0.33 0.06 0.52
C -0.08862 2.48679 -1.02325 0.39 0.87 -0.13 0.18
C 4.98953 1.51859 -2.29802 -0.88 1.22 0.51 -1.10
H 2.09348 1.21097 -4.59641 -0.25 -0.19 0.05 0.53
C -3.02919 0.06293 -2.57270 -0.94 0.13 -0.61 -0.87
H -0.07412 -6.62922 2.69936 0.15 0.17 -0.12 0.20
H 2.09455 -8.46157 -0.91273 -0.26 -0.01 0.46 0.40
C 0.61240 4.33208 4.62871 -0.10 0.10 -0.04 -1.24
B 0.32119 0.16641 -0.90414 1.47 1.38 0.67 0.18
H -3.84548 1.59320 2.02532 -0.40 0.27 -0.01 0.27
H -5.59506 1.55137 1.52682 0.18 0.01 -0.12 0.19
H 0.67539 2.19301 4.66392 0.13 -0.08 -0.01 0.34
N 4.22368 4.80108 3.92961 0.84 1.17 -0.67 -0.45
C 1.82750 -4.36491 -3.04414 0.66 0.70 0.94 -1.33
H -10.67305 3.18981 1.84337 0.01 0.04 0.10 0.29
N 3.55372 1.58027 -2.60362 0.57 -0.57 -0.11 -0.01
H -8.72887 2.47697 0.44126 0.04 0.03 0.04 0.32
C -1.78813 -0.10697 -3.43076 0.00 0.38 0.83 -1.34
H -2.84726 -4.26729 -0.21418 -0.15 0.19 0.15 0.32
H 1.05209 -8.36901 1.62948 0.12 0.12 -0.09 0.35
H 2.65294 5.52258 1.27844 -0.08 -0.06 0.02 -0.04
C -0.96208 -3.34528 0.39077 -1.23 -0.30 -0.98 0.68
H 6.56320 1.99689 0.30087 0.07 0.19 -0.38 0.38
C 2.69662 2.89849 4.87387 0.06 0.28 -0.36 -0.43
H 3.42962 2.26984 -3.33816 -0.18 -0.20 -0.06 0.30
H -4.98334 -0.69795 0.40538 0.17 0.10 -0.43 0.45
H 2.79135 -4.61686 -3.50951 -0.16 -0.06 0.12 0.41
H -3.77533 0.61223 -3.16692 0.20 -0.02 0.09 0.54
C 1.89042 0.29213 -4.00835 1.65 1.28 -0.29 -1.27
C -8.39740 2.41480 3.12357 -0.46 1.62 0.00 0.24
C 2.45184 -6.96883 0.64780 -0.09 -1.19 0.31 -0.48
C 5.29886 0.73088 -1.02616 2.25 0.15 0.14 0.78
O 0.25828 -0.35281 0.37694 -0.79 -0.27 -0.57 -0.90
C 0.49560 -2.22933 -3.39392 0.36 -0.51 0.07 -2.39
C -8.91800 3.78146 2.95457 -0.15 -0.26 -0.13 -0.39
O -2.80213 0.83338 -1.36485 0.42 -0.91 -0.11 -0.10
H -0.58707 -0.10202 0.77771 0.29 -0.16 0.26 0.18
H 2.95574 8.33307 -1.97193 0.00 -0.04 -0.02 0.36
H 2.06122 -0.49087 -4.76699 -0.70 -0.30 0.43 0.15
H 2.64791 -2.43462 -3.40567 -0.04 0.37 0.47 0.39
H -1.54870 0.86661 -3.86122 0.15 -0.14 0.13 0.47
O -4.84529 1.62209 -1.06787 -2.60 2.46 -1.63 -0.55
H 3.93148 -0.23116 -3.60127 -0.25 -0.08 0.09 0.55
H -0.25222 -3.02902 -3.34006 -0.04 0.30 0.26 1.03
C -0.72098 2.76493 0.35759 0.13 0.92 -0.05 -0.51
H 3.13734 1.93564 4.61469 0.09 0.04 0.02 0.30
N -7.99792 1.35725 3.24431 0.49 -1.36 0.11 -0.44
C 2.33336 -6.55543 -1.86577 -1.20 0.15 1.12 -1.02
C -9.82046 3.86105 1.71914 -0.01 -0.01 -0.31 -0.39
H -3.27967 -0.37865 0.83401 -0.28 -0.17 0.00 -0.39
H 0.72642 -7.32703 -0.65546 0.11 -0.19 0.12 0.39
C 1.01307 -6.49558 2.77542 -0.03 -0.84 0.46 0.07
O 0.87759 1.43415 -1.02524 -0.97 -0.77 0.21 -0.12
H 2.51911 -8.01347 2.52916 -0.19 -0.05 -0.07 0.44
H -2.96297 -2.83272 0.89562 -0.20 -0.23 -0.27 0.01
C 1.81620 -2.81173 -2.80217 -0.50 -0.77 -1.39 0.02
P -0.23667 -0.74220 -2.56337 -0.53 -0.46 -0.33 2.83
C -9.09014 3.50658 0.42795 -0.03 0.01 -0.01 -1.13
C 6.67246 1.23151 -0.47181 -0.26 -0.64 0.08 -1.56
H 2.89192 7.86066 0.46342 0.02 -0.09 0.07 0.31
C 0.78572 6.14110 0.54414 1.65 -0.60 -0.16 0.20
H -0.20090 2.23382 1.16114 -0.19 -0.18 -0.22 0.18
H 3.48279 -7.35160 0.65444 -0.10 0.22 -0.12 0.25
H 7.33289 1.54276 -1.28954 -0.13 0.24 0.19 0.37
C 1.40732 -6.74124 4.25597 -0.32 0.43 -0.72 -1.46
H 2.50000 -6.73059 4.31850 -0.15 -0.07 0.26 0.39
H 1.33566 2.90885 3.20093 0.06 -0.09 0.03 -0.06
H -9.47677 4.05568 3.84977 0.08 -0.03 0.05 0.30
H 0.99574 -5.97611 4.92240 0.06 -0.16 -0.03 0.37
H 1.16104 5.17901 4.21253 0.00 0.00 0.05 0.32
C 2.94486 7.03156 -0.24532 0.05 0.18 -0.25 -0.54
H 0.67612 -5.23418 -1.41677 0.19 0.24 0.28 -0.15
C -2.41481 -3.74812 0.64377 0.38 0.50 -0.41 -0.93
H -8.23581 4.16716 0.26573 0.00 -0.03 -0.02 0.30
O 0.61560 0.44614 -3.48673 0.14 -0.56 -0.69 -0.76
H 1.01531 -7.72197 4.54357 0.25 0.11 0.18 0.32
C 3.10435 0.25023 -3.04349 -0.24 0.19 -0.21 -0.31
H 0.53432 4.47047 5.70951 0.01 0.01 -0.02 0.36
H -1.80494 2.61424 0.38839 0.20 -0.32 0.04 -0.04
H 2.66837 2.97443 5.96171 0.06 0.06 -0.01 0.31
H 5.29360 2.55939 -2.09911 -0.02 -0.21 -0.01 0.52
H 2.94263 -0.36586 -2.15036 -0.09 0.03 -0.20 0.03
C 2.38412 7.48717 -1.58834 0.03 0.03 0.00 -1.19
H -8.07642 4.46906 2.85806 0.04 -0.04 0.02 0.28
H 7.16780 0.38106 0.01593 -0.13 0.19 0.05 0.44
H -0.82453 2.32874 -1.82233 -0.04 -0.07 0.32 0.15
O -0.51523 -3.00319 -0.84236 -0.31 0.63 -0.53 0.16
C -1.28234 -1.94703 -1.48485 -1.54 -1.10 0.11 -1.44
H -3.54334 -0.86961 -2.29480 0.47 -0.01 -0.03 0.44
H 3.42803 -6.50010 -1.86530 -0.13 -0.08 -0.09 0.38
H -0.39476 4.35964 4.21139 0.01 0.03 0.02 0.34
H 2.53037 -5.88386 0.74874 -0.22 -0.10 -0.18 0.32
H 0.45845 3.39471 -1.30832 0.04 -0.28 -0.08 0.33
H -4.90267 0.31664 2.58932 -0.10 0.14 -0.12 0.44
H 1.06028 -4.66279 -3.76772 -0.01 0.01 0.21 0.50
C -4.69895 0.96958 1.73459 0.65 -0.50 0.11 -1.28
C -4.23576 0.08643 0.55679 0.93 0.08 0.46 0.50
H -2.04935 -0.74165 -4.28639 0.20 -0.20 0.28 0.33
H -1.87269 -1.46078 -0.69180 0.25 0.24 -0.33 -0.48
H 2.27787 4.96923 -0.35812 -0.07 -0.03 0.02 -0.02
O -0.19764 -3.37532 1.27661 1.95 -0.27 2.17 -0.48
O 5.44304 -0.67324 -1.25719 -0.68 -0.19 -0.09 -0.55
H 2.31703 -4.58543 -0.96753 -0.41 0.00 0.15 0.43
C 3.55933 3.97542 4.33911 -0.95 -1.57 0.90 0.22
```
Positions in Å, forces in eV/Å.

# 2
C37H75BBrN3O17P3S | the ωB97M-V functional and the def2-TZVPD basis

The charge is -1. The value obtained for the HOMO energy is -5.00 eV.

```
138
Properties=species:S:1:pos:R:3:forces:R:3:mulliken_charge:R:1
O -1.69865 -5.21668 4.73933 -3.38 -2.89 -0.39 -0.76
H 0.28758 -3.63499 4.59656 -0.05 -0.18 -0.07 0.19
C -3.12576 0.86912 -5.25380 0.81 -0.88 0.24 1.33
O -2.44671 -0.81543 -7.10315 -0.32 0.83 -0.22 -0.79
H 9.23201 5.56986 1.42276 -0.07 -0.19 -0.06 0.30
B -2.03552 0.07668 -6.14790 0.40 -0.44 0.27 1.31
H 3.53366 -1.32197 -2.03294 -0.02 -0.07 0.05 0.53
N -5.84609 4.59592 -1.76396 -0.44 -0.26 -0.02 -0.13
H 1.86012 -4.45086 4.61314 0.01 0.01 0.00 0.38
H -2.21398 -2.79540 1.20743 -0.15 -0.30 -0.03 0.28
C 6.91539 4.28598 5.76086 0.31 -0.37 0.61 -0.20
C -4.90568 0.37038 -3.45921 -0.36 0.15 0.03 -2.61
C -6.78989 3.78529 -2.12358 0.42 -0.22 -0.23 0.55
H -5.00702 2.02362 -5.57777 0.24 0.06 0.18 0.59
H -1.37740 3.61946 -4.94608 0.03 -0.12 0.05 0.24
O -1.60843 -4.59118 -3.46705 -0.85 0.01 -0.38 -0.37
H 1.13367 -0.34804 -0.99599 -0.23 -0.11 0.14 0.35
C -3.23349 -2.92835 -1.51041 -1.11 -0.23 0.68 1.20
H -1.17491 -5.21179 -4.06153 -0.05 -0.08 0.05 0.26
H -3.95077 -1.99818 5.13072 0.15 0.00 0.03 0.33
H -0.90436 -3.19172 9.89283 -0.07 -0.07 0.05 0.36
H 9.28095 3.06521 2.19252 -0.17 0.10 -0.08 0.36
O -2.43905 1.93796 -4.60078 -0.68 0.25 -0.13 -0.43
H -3.94070 -3.32757 -4.81656 -0.20 0.33 -0.17 0.93
H -4.51647 1.95016 -2.00561 0.20 -0.12 -0.07 0.72
C -3.50094 -2.59569 -4.11958 -0.62 -1.72 -0.52 -0.34
H -3.75968 -2.31964 -0.77290 0.32 0.38 -0.10 0.82
O 4.69515 1.34193 -1.90832 0.11 -0.40 -0.13 -0.34
C -5.11288 -3.54914 6.05621 0.07 -0.08 0.10 -1.07
H 10.46970 5.84740 2.63165 0.04 -0.03 -0.01 0.30
H 3.95159 4.52320 3.23274 -0.05 0.03 -0.04 0.27
H -1.16242 -5.40655 8.92035 0.06 0.08 -0.17 0.26
C 5.14156 6.11015 2.35307 -0.06 0.02 -0.15 -0.31
O -4.11008 1.02985 -8.45753 0.10 -0.46 -0.67 -0.42
H 0.96157 -0.43657 -3.38933 -0.03 -0.07 0.02 -0.73
C -1.62008 -4.37066 -0.21649 -0.96 -0.76 0.69 -0.96
C 10.03112 5.08620 1.98313 0.01 0.24 0.10 -1.10
C -3.03933 -4.29461 -0.80794 0.79 0.42 -0.23 -1.21
H -5.14349 -0.22723 -2.58251 0.29 -0.13 -0.01 0.53
P 6.85672 4.20388 3.03582 3.69 6.28 0.60 1.15
H -1.75160 -0.85274 -7.76778 0.05 -0.60 0.08 0.26
O -2.98676 0.07651 -1.73527 -0.78 -0.08 -0.33 -0.83
P -1.67577 -3.09355 -4.24556 1.68 1.52 0.48 0.11
C 4.64066 2.72582 -1.69135 -0.29 0.43 0.19 -0.73
C -3.55956 -0.09459 -4.06820 -1.28 0.71 0.13 0.73
H 10.28586 3.60743 3.51674 -0.11 0.06 0.13 0.33
H 5.43364 3.27298 -2.21847 0.11 -0.17 0.01 0.26
H 3.02749 5.94731 2.75191 0.03 0.02 -0.04 0.41
H 0.00240 0.24599 -6.95581 0.02 -0.02 0.04 0.36
H 0.29305 -6.09973 5.49421 -0.11 0.07 -0.08 0.34
O -0.70926 -4.79414 6.76412 0.14 -0.51 0.24 -0.41
C 2.61036 0.91663 -3.15531 0.08 0.02 -0.58 -0.47
N -1.46297 -3.49813 -5.91119 -0.76 -0.49 0.82 -0.51
C 9.51476 3.92885 2.81316 0.29 0.00 -0.32 -0.35
H -0.48102 -3.72269 -6.01161 -0.01 0.03 -0.31 0.31
H -5.03090 0.36785 -6.07805 0.22 -0.15 -0.33 0.61
O -2.76591 -4.95140 7.67490 -2.15 -1.77 -1.53 -0.41
C 1.04472 -4.08443 5.23820 0.03 0.19 0.08 -0.98
C 7.36946 5.70784 6.00746 -0.13 0.30 -0.23 -1.01
S -6.74387 2.21350 -2.85533 -0.07 -0.15 -0.08 -0.33
C -1.30991 -3.22441 0.76493 0.58 0.27 -0.43 -0.69
H 4.04176 5.98182 4.20854 -0.01 0.04 0.00 0.21
H 10.79532 4.74589 1.28315 0.00 -0.02 0.02 0.37
H -2.66212 -4.97187 9.69383 -0.21 -0.05 -0.20 0.36
N -6.50338 5.68636 -1.20242 -0.29 0.47 0.21 -0.62
H -6.03732 -3.24231 5.56574 0.03 0.00 -0.04 0.42
C -4.14574 -2.94718 -2.76478 0.58 -0.33 0.68 -1.56
C -4.40003 1.25880 -6.06062 -0.40 0.41 0.07 -0.92
C -2.24862 3.09900 -5.35186 0.27 0.60 0.13 -0.97
Br -4.51647 3.65944 -7.85169 -0.16 0.09 0.09 -0.28
H 5.09815 7.19597 2.26718 0.13 0.01 0.03 0.30
H -5.09464 -3.14154 7.06682 -0.01 0.03 -0.01 0.23
H -4.53367 2.56213 -3.66824 0.19 -0.12 -0.01 0.08
H 1.19540 -5.48350 6.85984 -0.09 0.07 0.12 0.34
H 6.21031 4.00205 6.54427 -0.17 -0.06 -0.20 0.35
H -4.54144 -3.96539 -2.83138 0.08 -0.01 -0.23 0.54
C -1.55925 -3.27669 9.02370 -0.20 0.29 -0.24 -1.02
H -3.22540 -5.12441 -1.49337 0.14 -0.01 -0.02 0.41
C 3.97170 5.61504 3.18459 0.05 -0.12 0.06 -0.99
H 1.43044 -3.28819 5.87818 0.04 -0.02 0.00 0.28
H 7.98247 5.74189 6.90978 -0.07 -0.07 0.05 0.37
C -1.99936 -4.71519 8.86374 0.29 -0.42 0.62 -0.14
H 7.73970 3.57807 5.82490 0.09 0.08 -0.20 0.28
H -0.11772 -1.45614 1.01331 -0.16 -0.01 0.05 0.66
H 1.19114 -3.35624 -0.28980 0.18 0.17 0.14 0.37
H -3.72469 -4.41241 0.03788 -0.21 0.11 -0.15 0.43
H 0.30688 -2.73760 -1.66180 0.01 -0.12 0.05 -0.25
H 4.59841 0.07723 -3.54544 0.02 -0.11 0.31 0.44
C 0.69771 -2.45644 -0.67450 -0.83 0.14 -0.73 0.36
O -2.67179 -3.36079 5.92256 -0.90 -0.76 0.07 -0.33
C -7.76419 5.46359 -1.27818 0.79 -0.45 -0.28 0.09
C -0.50845 -2.05194 0.17596 0.62 0.16 0.39 -0.46
H -0.88319 -4.50281 -1.00521 0.06 0.31 -0.02 0.39
C -2.53051 -0.07861 -2.89003 1.45 0.23 1.23 -0.57
H 4.71793 2.92132 -0.62194 0.21 -0.10 0.00 0.23
O 8.38579 4.31493 3.59362 -0.58 -0.67 0.43 -0.38
H -2.28051 -2.43076 -1.66105 0.01 -0.05 -0.33 -1.24
C 2.46630 -1.47726 -2.23284 0.31 0.32 -0.22 -0.99
H 2.40596 -0.86288 -4.30201 -0.02 -0.01 0.01 0.53
H 3.69065 3.16754 -2.01831 -0.06 -0.15 -0.02 0.36
P -2.22772 -4.93750 6.11711 6.28 5.93 1.79 1.20
H 6.51142 6.36834 6.14061 -0.01 -0.04 0.06 0.30
O -3.84580 -1.35483 -4.70223 0.76 0.03 0.23 -0.27
C 1.65859 -1.30358 -0.93040 0.84 -0.27 -0.12 -1.00
O 6.41055 5.79955 2.93101 -0.34 -0.31 0.16 -0.33
C 2.05085 -0.49385 -3.33094 0.03 -0.09 0.04 0.62
H -0.72819 -3.64686 1.59042 0.01 0.07 0.02 0.23
H -3.08825 3.79931 -5.26143 -0.11 -0.15 -0.11 0.27
H 2.24275 1.50749 -4.00105 -0.15 0.05 0.12 0.17
H -0.11804 -0.65153 -5.45016 0.03 0.15 0.29 0.09
H -2.04602 -4.27631 -6.21834 0.07 0.08 -0.31 0.27
H 2.23552 1.40520 -2.25362 0.01 -0.12 0.08 0.40
H -2.42183 -2.62412 9.16892 -0.01 -0.04 0.09 0.31
H -1.02172 -2.90165 8.15746 0.08 -0.15 -0.03 0.23
H 7.95441 6.11182 5.18541 0.07 -0.14 -0.04 0.25
H 2.38672 -1.22536 -0.11582 -0.24 0.11 0.19 0.31
C 0.47470 -5.20459 6.08634 0.15 0.15 -0.19 -0.37
H -1.11187 -1.35846 -0.41466 -0.13 -0.08 0.04 -0.17
C 4.14401 0.99975 -3.18186 -0.11 0.73 0.07 -0.94
H -5.73136 0.18020 -4.15489 0.20 0.04 -0.22 0.94
O 6.20606 4.11816 4.52605 -0.87 -2.11 -1.41 -0.34
C -0.47424 0.24265 -5.96101 -0.28 0.46 -0.90 -0.73
H 5.09311 5.69460 1.34197 0.02 0.01 0.00 0.26
H -5.12678 -4.64018 6.14710 -0.02 0.01 -0.03 0.29
C -3.90785 -3.07853 5.26295 -0.16 0.09 -0.25 -0.26
H -5.02648 -2.33976 -2.56018 0.09 0.26 -0.40 0.25
H -3.90129 -3.53335 4.26795 0.04 0.03 -0.01 0.25
H -0.17642 1.15826 -5.45755 0.10 -0.21 0.34 0.03
H 4.45925 1.79507 -3.87157 -0.03 -0.14 -0.16 0.40
C -4.94827 1.82344 -2.99275 -0.59 0.53 0.36 -0.27
O 7.10876 3.98290 1.58164 -2.09 -3.06 0.52 -0.80
H -2.05416 2.93483 -6.41828 -0.01 -0.23 0.03 0.43
C -4.26858 1.68626 -7.50795 0.06 0.11 0.55 -0.16
H -8.57197 6.08095 -0.93125 -0.09 -0.05 -0.07 0.41
O -8.03267 4.26177 -1.87410 -0.21 0.35 0.33 -0.29
H 2.39523 -2.48903 -2.64346 -0.19 -0.08 0.25 0.47
O -1.31383 -0.17980 -3.13715 -0.23 -0.41 -1.01 -0.35
H -1.59793 -5.29714 0.37377 0.16 -0.03 -0.10 0.44
```
Positions in Å, forces in eV/Å.

Orbital gap, record by record: 9.04 5.31 eV